Entry 1:
Here is C51H55BClGe2N2OS4Tl as an isolated structure from the Open Molecules 2025 dataset. Energies are from the ωB97M-V functional and the def2-TZVPD basis.

Computed properties:
DFT total energy   -233082.329 eV
LUMO energy   3.9 eV
HOMO energy   -3.259 eV
Charge   -2
ΔE to the lowest compared entry with this formula, charge and spin   0.0 kcal per mole

Each line ends with the Mulliken charge.
Atoms and positions in Å:
1 Tl 1.3139 -3.1958 1.5106  1.2023
2 C -5.9187 -3.0725 1.3861  -1.6581
3 C -5.0885 -2.5630 0.2403  0.5903
4 C -4.3296 -3.4342 -0.5322  -0.8803
5 C -3.5250 -2.9844 -1.5703  1.1136
6 C -2.7574 -3.9748 -2.4045  -1.5721
7 C -3.4620 -1.6057 -1.8324  0.3995
8 C -4.2540 -0.7205 -1.0969  0.9825
9 C -4.2817 0.7578 -1.3963  -1.5996
10 C -5.0482 -1.2127 -0.0674  -0.2665
11 C -2.6375 -1.1166 -2.9768  -1.0253
12 C -3.2892 -0.9572 -4.1991  0.3600
13 C -2.6012 -0.5527 -5.3300  -0.9323
14 C -1.2434 -0.3028 -5.2419  0.2161
15 C -0.5734 -0.4390 -4.0276  -0.7461
16 C -1.2656 -0.8414 -2.8790  -0.3845
17 Ge -0.2730 -1.0855 -1.1375  0.2416
18 S 0.5688 -3.0849 -1.0263  -0.7270
19 S -1.5335 -0.3832 0.6356  0.5477
20 Ge 0.4537 0.4157 1.3652  -0.0600
21 S 1.6258 -0.9073 2.6397  -0.3169
22 S 1.2967 0.5427 -0.7423  0.3002
23 C 0.3880 2.2058 2.2877  -0.5550
24 C -0.4580 2.3958 3.3954  -0.1434
25 C -0.4811 3.6230 4.0535  0.0366
26 C 0.3487 4.6573 3.6570  -1.0049
27 C 1.2009 4.4655 2.5867  0.1426
28 C 1.2240 3.2556 1.8915  -1.1106
29 C 2.1868 3.1954 0.7492  0.4552
30 C 3.4947 2.7426 0.9483  1.0708
31 C 3.9098 2.1026 2.2448  -1.7443
32 C 4.4181 2.8743 -0.0857  -1.0514
33 C 4.0761 3.4487 -1.2983  0.7524
34 C 5.1130 3.6776 -2.3677  -1.7347
35 C 2.7597 3.8532 -1.4929  -0.3081
36 C 1.8104 3.7284 -0.4908  1.1851
37 C 0.3826 4.1422 -0.7247  -2.0515
38 C -1.3491 1.3256 3.9351  0.9190
39 C -2.6143 1.0974 3.3913  0.3564
40 C -3.1575 1.9320 2.2595  -0.5939
41 C -3.4236 0.1112 3.9488  -0.8566
42 C -3.0150 -0.6342 5.0422  0.6315
43 C -3.8805 -1.7280 5.6035  -1.5049
44 C -1.7732 -0.3544 5.6034  -1.0650
45 C -0.9371 0.6169 5.0758  1.2638
46 C 0.3769 0.9214 5.7438  -1.5238
47 C 0.8913 -0.1608 -4.0239  0.7167
48 C 1.8068 -1.2010 -4.2136  0.9139
49 C 1.3560 -2.6283 -4.3663  -1.4086
50 C 3.1657 -0.8987 -4.2334  -0.9066
51 C 3.6255 0.3992 -4.0839  0.7343
52 C 5.1004 0.7045 -4.0593  -1.4997
53 C 2.6960 1.4218 -3.9346  -0.3414
54 C 1.3359 1.1620 -3.9048  0.3607
55 C 0.3472 2.2812 -3.7211  -1.4630
56 H -6.2268 -4.1053 1.2172  0.4199
57 H -6.8083 -2.4565 1.5329  0.4117
58 H -5.3208 -3.0512 2.2995  0.2097
59 H -4.3620 -4.4981 -0.3198  0.3330
60 H -3.1700 -4.9772 -2.2835  0.5147
61 H -1.7129 -3.9962 -2.0849  0.1018
62 H -2.7807 -3.7076 -3.4616  0.2767
63 H -3.7151 0.9968 -2.2937  0.3127
64 H -3.8392 1.3117 -0.5672  0.0525
65 H -5.3115 1.1001 -1.5253  0.4661
66 H -5.6461 -0.5136 0.5115  0.1828
67 H -4.3530 -1.1622 -4.2523  0.4562
68 H -3.1202 -0.4339 -6.2744  0.3509
69 H -0.6815 -0.0012 -6.1193  0.4926
70 H -1.1595 3.7497 4.8901  0.5014
71 H 0.3345 5.6043 4.1845  0.3716
72 H 1.8741 5.2568 2.2744  0.4543
73 H 3.3789 2.5348 3.0925  0.2876
74 H 4.9839 2.2021 2.4038  0.5437
75 H 3.6676 1.0361 2.2230  0.1095
76 H 5.4331 2.5229 0.0711  0.3511
77 H 6.0027 3.0756 -2.1830  0.3637
78 H 5.4125 4.7290 -2.3861  0.3820
79 H 4.7268 3.4281 -3.3570  0.3164
80 H 2.4706 4.2741 -2.4521  0.3479
81 H 0.2241 4.4425 -1.7609  0.4285
82 H 0.1023 4.9712 -0.0709  0.5016
83 H -0.2872 3.3081 -0.4995  0.1262
84 H -2.3685 2.4859 1.7541  0.0633
85 H -3.8942 2.6452 2.6413  0.5488
86 H -3.6533 1.2958 1.5266  -0.3578
87 H -4.3936 -0.0849 3.5014  0.2206
88 H -4.9314 -1.5495 5.3709  0.3785
89 H -3.7613 -1.8111 6.6856  0.4254
90 H -3.6016 -2.6830 5.1546  0.2259
91 H -1.4476 -0.9141 6.4745  0.3307
92 H 0.5142 0.2772 6.6124  0.4412
93 H 0.4247 1.9643 6.0643  0.2968
94 H 1.2034 0.7397 5.0559  0.1985
95 H 0.4042 -2.6950 -4.8934  0.2517
96 H 1.2184 -3.0749 -3.3781  0.0121
97 H 2.1038 -3.2136 -4.9026  0.5413
98 H 3.8826 -1.7044 -4.3556  0.3561
99 H 5.6809 -0.1586 -4.3842  0.4225
100 H 5.4068 0.9601 -3.0424  0.1644
101 H 5.3383 1.5513 -4.7066  0.3664
102 H 3.0398 2.4428 -3.8093  0.2404
103 H 0.8611 3.2412 -3.6648  0.4293
104 H -0.2069 2.1377 -2.7901  0.0195
105 H -0.3757 2.3106 -4.5393  0.4693
106 O -2.6967 -4.5729 3.0429  -0.8002
107 C -1.7578 -4.0999 2.4488  0.7926
108 N -0.8514 -3.6279 1.8548  -0.6917
109 Cl 3.2891 -4.9622 3.8279  -0.2648
110 C 1.6327 -4.6159 3.2477  -0.8548
111 H 1.0973 -4.1638 4.0802  0.2277
112 H 1.1748 -5.5771 3.0256  0.3555
113 B 5.8919 -3.7692 -0.4490  0.3042
114 C 4.4609 -3.5383 0.1460  -0.0928
115 N 3.4104 -3.3933 0.6029  -0.5913
116 H 6.3007 -2.7300 -0.9229  -0.1943
117 H 6.5891 -4.1374 0.4752  -0.1698
118 H 5.7965 -4.6329 -1.2983  -0.1887

Entry 2:
Here is C51H55CoNOPS9Sb as an isolated structure from the Open Molecules 2025 dataset. Energies are from the ωB97M-V functional and the def2-TZVPD basis.

Computed properties:
DFT total energy   -208291.479 eV
LUMO energy (alpha / beta)   3.8 / 3.8 eV
Spin multiplicity   2
HOMO energy (alpha / beta)   -2.325 / -2.454 eV
Charge   -2

Each line ends with the Mulliken spin population.
Atoms and positions in Å:
1 Co -0.5615 0.9640 1.1758  1.1137
2 S -2.9435 3.6744 3.8591  0.0025
3 C -2.0519 2.7088 4.9783  0.0030
4 C -2.1475 2.6848 6.3692  -0.0005
5 C -1.3820 1.7632 7.0541  0.0005
6 C -0.5389 0.8854 6.3586  0.0002
7 C -0.4469 0.9146 4.9785  -0.0034
8 C -1.2141 1.8407 4.2726  -0.0061
9 N -1.2926 1.9613 2.8749  -0.0130
10 C -2.1753 2.8382 2.5437  -0.0168
11 C -2.5631 2.9713 1.1463  0.0397
12 C -3.5485 3.8693 0.7252  -0.0047
13 C -3.9316 3.8776 -0.6003  0.0012
14 C -3.3163 2.9775 -1.4790  -0.0033
15 C -2.3413 2.1003 -1.0413  0.0113
16 C -1.9154 2.0515 0.3025  -0.0931
17 H -2.8275 3.3471 6.8923  0.0000
18 H -1.4539 1.7043 8.1344  -0.0001
19 H 0.0424 0.1562 6.9117  0.0000
20 H 0.1996 0.2363 4.4376  0.0011
21 H -4.0220 4.5431 1.4373  -0.0005
22 H -4.6984 4.5595 -0.9500  -0.0002
23 H -3.6102 2.9681 -2.5254  -0.0001
24 H -1.8732 1.4366 -1.7600  -0.0050
25 S 3.3931 -1.4349 -0.1511  -0.0002
26 P 3.0990 -0.1837 1.3462  0.0000
27 S 1.3193 -0.0619 2.2916  -0.0192
28 C 4.3083 -0.6218 2.6844  -0.0009
29 C 3.9256 -0.9760 3.9730  0.0003
30 C 4.8802 -1.3318 4.9249  -0.0006
31 C 6.2291 -1.3313 4.6007  -0.0001
32 C 6.6232 -0.9783 3.3137  0.0000
33 C 5.6695 -0.6343 2.3655  -0.0005
34 C 3.7042 1.5002 0.9356  0.0058
35 C 3.2782 2.6054 1.6706  -0.0018
36 C 3.7756 3.8706 1.3824  0.0019
37 C 4.7058 4.0428 0.3616  -0.0003
38 C 5.1338 2.9432 -0.3691  -0.0002
39 C 4.6321 1.6771 -0.0839  -0.0004
40 H 2.8722 -0.9676 4.2249  0.0005
41 H 4.5635 -1.6077 5.9247  0.0000
42 H 6.9695 -1.6045 5.3429  0.0000
43 H 7.6743 -0.9799 3.0464  0.0000
44 H 5.9788 -0.3812 1.3574  0.0000
45 H 2.5329 2.4663 2.4446  -0.0058
46 H 3.4277 4.7267 1.9495  0.0000
47 H 5.0797 5.0338 0.1258  -0.0001
48 H 5.8463 3.0701 -1.1758  0.0000
49 H 4.9347 0.8151 -0.6688  -0.0001
50 C -0.0384 -2.4870 4.3799  -0.0018
51 S -1.7057 -3.1804 4.5078  0.0008
52 C -2.6964 -1.7515 4.3076  0.0174
53 C -2.7882 -0.9584 3.2063  -0.0048
54 S -1.9075 -1.0293 1.7267  0.0163
55 S -3.9641 0.3304 3.4035  0.0016
56 C -4.4759 0.0457 5.0127  0.0005
57 S -5.5850 0.9805 5.8248  0.0002
58 S -3.6852 -1.3067 5.6792  0.0015
59 H 0.6492 -3.3327 4.4528  0.0001
60 H 0.1530 -1.7877 5.1948  -0.0009
61 H 0.0890 -2.0004 3.4117  0.0023
62 C 5.9709 3.6566 -4.5293  -0.0001
63 C 5.6198 3.5033 -5.9883  0.0004
64 O 6.3601 3.8616 -6.8678  0.0001
65 S 4.0845 2.7339 -6.4718  0.0001
66 C 3.2321 2.3757 -4.9658  0.0075
67 C 3.3311 1.1091 -4.3946  -0.0024
68 C 2.6401 0.8071 -3.2297  0.0087
69 C 1.8222 1.7628 -2.6077  -0.0118
70 C 1.7330 3.0372 -3.1961  0.0081
71 C 2.4188 3.3362 -4.3626  -0.0027
72 C 1.0926 1.4489 -1.4199  0.0085
73 C 0.4419 1.1856 -0.4190  -0.0445
74 H 6.6544 4.4987 -4.4292  0.0000
75 H 6.4861 2.7471 -4.2095  0.0000
76 H 5.1004 3.7847 -3.8916  0.0001
77 H 3.9627 0.3609 -4.8628  -0.0002
78 H 2.7291 -0.1683 -2.7634  0.0006
79 H 1.1069 3.7818 -2.7192  -0.0008
80 H 2.3295 4.3196 -4.8118  -0.0003
81 C -1.8256 -5.1478 -2.2217  0.0002
82 C -1.4545 -3.9919 -1.2913  -0.0009
83 C -1.8704 -4.3901 0.1258  -0.0037
84 C 0.0612 -3.7775 -1.3199  0.0015
85 Sb -2.2396 -1.9407 -1.6827  -0.0094
86 C -4.4538 -2.1643 -1.5583  -0.0011
87 C -4.8103 -2.4454 -0.0954  0.0022
88 C -5.0822 -0.8112 -1.9086  -0.0001
89 C -5.0371 -3.2592 -2.4484  0.0002
90 C -1.8473 -1.6771 -3.8695  0.0002
91 C -0.4860 -0.9789 -3.8581  0.0014
92 C -2.8712 -0.7152 -4.4663  0.0002
93 C -1.7712 -2.9099 -4.7662  0.0000
94 H -1.4416 -6.0826 -1.7805  -0.0001
95 H -1.3831 -5.0569 -3.2080  0.0001
96 H -2.9014 -5.2692 -2.3445  0.0000
97 H -1.2958 -5.2847 0.4208  0.0003
98 H -2.9302 -4.6558 0.1782  0.0005
99 H -1.6806 -3.6089 0.8672  0.0017
100 H 0.5709 -4.7088 -1.0247  0.0000
101 H 0.3850 -2.9897 -0.6312  -0.0011
102 H 0.4208 -3.5073 -2.3190  0.0001
103 H -4.4988 -1.6244 0.5560  -0.0007
104 H -4.3539 -3.3552 0.2966  -0.0004
105 H -5.9058 -2.5517 -0.0148  0.0000
106 H -4.6055 0.0109 -1.3635  0.0000
107 H -6.1442 -0.8271 -1.6139  0.0000
108 H -5.0427 -0.5784 -2.9710  0.0000
109 H -4.7167 -4.2505 -2.1254  0.0000
110 H -4.7594 -3.1362 -3.5008  0.0000
111 H -6.1394 -3.2394 -2.3894  0.0001
112 H -0.5060 -0.0639 -3.2600  0.0004
113 H -0.1903 -0.7070 -4.8852  0.0000
114 H 0.3034 -1.6109 -3.4372  -0.0003
115 H -2.9983 0.1908 -3.8615  -0.0002
116 H -3.8496 -1.1843 -4.5920  0.0001
117 H -2.5271 -0.4029 -5.4653  -0.0001
118 H -0.8761 -3.4996 -4.5597  0.0000
119 H -1.7084 -2.5889 -5.8197  0.0000
120 H -2.6414 -3.5638 -4.6721  0.0000